1.
{"formula": "C4H6O2S", "method": "ωB97M-V with the def2-TZVPD basis set", "homo_lumo_gap_ev": [7.86, 7.73], "charge": 0, "homo_ev": [-7.6, -7.4], "e_above_lowest_ev": 3.4067, "symbols": ["C", "C", "C", "C", "O", "O", "S", "H", "H", "H", "H", "H", "H"], "coordinates": [[2.249, -0.467, -0.153], [1.794, 1.834, -0.268], [0.075, 0.163, -1.126], [-0.823, -1.032, -1.099], [2.734, -1.557, 0.010], [2.584, 0.691, 0.206], [-0.023, 1.472, -0.045], [2.111, 2.678, 0.281], [2.044, 1.989, -1.301], [0.728, 0.427, -1.929], [-0.346, -1.983, -1.299], [-1.594, -0.882, -1.787], [-1.291, -0.903, -0.008]]}

2.
{"formula": "C4H6O2S2", "method": "ωB97M-V with the def2-TZVPD basis set", "homo_lumo_gap_ev": 8.68, "charge": 0, "homo_ev": -9.5, "e_above_lowest_ev": 4.8582, "symbols": ["C", "C", "C", "C", "O", "O", "S", "S", "H", "H", "H", "H", "H", "H"], "coordinates": [[-0.994, 0.467, -0.883], [-0.457, -0.648, -0.109], [1.756, -0.005, 0.780], [0.316, -0.207, 1.199], [-1.046, 2.408, -2.566], [-2.893, -1.299, -1.165], [-0.187, 1.403, -1.926], [-2.426, -0.351, -0.162], [-0.451, -1.562, -0.816], [2.348, 0.264, 1.558], [1.945, 0.732, 0.020], [2.023, -0.927, 0.417], [-0.109, 0.686, 1.586], [0.177, -0.961, 2.068]]}

3.
{"formula": "C4H6O2S2", "method": "ωB97M-V with the def2-TZVPD basis set", "smiles": "O=C(CS)C(=S)CO", "homo_lumo_gap_ev": 7.88, "charge": 0, "homo_ev": -9.3, "e_above_lowest_ev": 1.8709, "symbols": ["O", "C", "C", "S", "C", "S", "C", "O", "H", "H", "H", "H", "H", "H"], "coordinates": [[1.658, -0.356, 1.055], [0.974, -0.175, 0.077], [1.607, 0.016, -1.279], [1.174, 1.660, -1.922], [-0.530, -0.278, 0.194], [-1.436, -0.841, -1.035], [-1.057, -0.140, 1.598], [-2.413, -0.397, 1.827], [2.696, -0.031, -1.117], [1.251, -0.710, -1.989], [0.040, 1.263, -2.553], [-0.693, 0.848, 1.961], [-0.403, -0.826, 2.152], [-2.867, -0.034, 1.031]]}

4.
{"formula": "C4H6O2Sm", "method": "ωB97M-V with the def2-TZVPD basis set", "spin_multiplicity": 7, "homo_lumo_gap_ev": [5.49, 5.48], "charge": 0, "homo_ev": [-6.5, -6.5], "e_above_lowest_ev": 1.8614, "symbols": ["O", "C", "H", "H", "C", "C", "C", "O", "Sm", "H", "H", "H", "H"], "coordinates": [[1.912, -0.807, 1.409], [0.521, -1.067, 1.355], [2.361, -1.652, 1.301], [0.049, -0.764, 2.302], [-0.151, -0.645, 0.129], [-0.594, 0.648, 0.023], [-0.502, 1.471, -1.252], [-0.866, 0.773, -2.398], [-1.495, -1.231, -2.217], [-0.945, 1.199, 0.917], [0.296, -2.170, 0.885], [0.540, 1.861, -1.337], [-1.128, 2.384, -1.117]]}

5.
{"formula": "C4H6O3Rb", "method": "ωB97M-V with the def2-TZVPD basis set", "homo_lumo_gap_ev": 8.59, "charge": 1, "homo_ev": -12.5, "e_above_lowest_ev": 2.1867, "symbols": ["H", "O", "O", "O", "C", "C", "C", "H", "Rb", "H", "C", "H", "H", "H"], "coordinates": [[-0.959, 0.624, -0.788], [-1.172, 0.351, 1.326], [-0.113, -1.595, 1.347], [-1.499, -0.998, 3.104], [-0.432, 0.160, 0.041], [0.089, -1.084, 0.099], [-0.915, -0.675, 2.101], [0.646, -1.679, -0.619], [-4.085, -2.690, 4.620], [1.296, 1.546, -1.170], [1.678, 1.501, -2.264], [1.611, 2.534, -2.625], [2.715, 1.149, -2.197], [1.140, 0.858, -2.974]]}

6.
{"formula": "C4H6O3S", "method": "ωB97M-V with the def2-TZVPD basis set", "smiles": "O=COC[C@@H](O)C=S", "homo_lumo_gap_ev": 8.30, "charge": 0, "homo_ev": -9.3, "e_above_lowest_ev": 3.5041, "symbols": ["O", "C", "O", "C", "C", "O", "C", "S", "H", "H", "H", "H", "H", "H"], "coordinates": [[-2.589, -0.129, 0.124], [-1.770, 0.145, 1.115], [-0.618, -0.359, 1.286], [0.251, -1.029, 0.360], [0.754, -0.068, -0.696], [-0.193, -0.012, -1.818], [1.418, 1.158, -0.293], [2.665, 1.524, 0.742], [-2.049, 0.823, 2.086], [-0.242, -1.898, -0.311], [1.207, -1.503, 0.682], [1.505, -0.860, -1.178], [-1.108, 0.214, -1.295], [0.769, 1.993, -0.804]]}

7.
{"formula": "C4H6O3S", "method": "ωB97M-V with the def2-TZVPD basis set", "homo_lumo_gap_ev": 8.86, "charge": 0, "homo_ev": -9.3, "e_above_lowest_ev": 2.5358, "symbols": ["C", "C", "C", "C", "O", "O", "O", "S", "H", "H", "H", "H", "H", "H"], "coordinates": [[1.715, 0.041, 0.179], [2.029, -1.761, 0.030], [-0.491, 0.723, -0.631], [0.392, 0.436, 0.610], [2.676, 2.407, 0.246], [3.098, -2.150, -0.363], [0.969, -2.514, 0.347], [3.035, 1.034, -0.093], [-1.509, 1.160, -0.234], [-0.557, -0.061, -1.361], [-0.151, 1.437, -1.298], [-0.182, -0.237, 1.264], [0.343, 1.256, 1.269], [1.100, -3.440, 0.554]]}

8.
{"formula": "C4H6O3Yb", "method": "ωB97M-V with the def2-TZVPD basis set", "spin_multiplicity": 3, "homo_lumo_gap_ev": [4.67, 6.34], "charge": 0, "homo_ev": [-5.9, -7.9], "symbols": ["O", "C", "O", "C", "H", "C", "H", "H", "H", "Yb", "O", "C", "H", "H"], "coordinates": [[0.622, 0.526, 1.138], [-0.301, 1.350, 0.620], [-0.784, 2.207, 1.349], [1.483, -0.212, 0.176], [2.499, 0.158, 0.400], [1.429, -1.684, 0.542], [1.638, -1.878, 1.611], [0.452, -2.139, 0.310], [2.175, -2.227, -0.060], [0.580, 0.561, -1.968], [-1.328, 0.522, -0.612], [-2.472, 0.787, -1.278], [-2.697, 1.868, -1.339], [-3.295, 0.162, -0.889]]}

9.
{"formula": "C4H6O4", "method": "ωB97M-V with the def2-TZVPD basis set", "smiles": "O=CC1OCOCO1", "homo_lumo_gap_ev": 10.24, "charge": 0, "homo_ev": -9.5, "e_above_lowest_ev": 3.0789, "symbols": ["O", "C", "C", "O", "C", "O", "C", "O", "H", "H", "H", "H", "H", "H"], "coordinates": [[-2.779, 0.337, -0.464], [-1.798, -0.358, -0.347], [-0.775, -0.181, 0.838], [0.167, -1.146, 0.757], [1.087, -0.927, -0.337], [0.824, 0.316, -1.010], [0.852, 1.347, -0.059], [-0.237, 1.145, 0.886], [-1.374, -1.087, -1.069], [-1.310, -0.339, 1.742], [2.048, -0.927, 0.181], [0.837, -1.774, -1.004], [1.803, 1.345, 0.473], [0.656, 2.247, -0.586]]}

10.
{"formula": "C4H6O4P2", "method": "ωB97M-V with the def2-TZVPD basis set", "homo_lumo_gap_ev": 7.47, "charge": -2, "homo_ev": -0.8, "e_above_lowest_ev": 0.6313, "symbols": ["C", "C", "C", "C", "O", "O", "O", "O", "P", "P", "H", "H", "H", "H", "H", "H"], "coordinates": [[2.204, 0.103, 0.490], [-1.598, 0.946, 0.222], [0.910, 0.686, 1.037], [-0.377, 0.050, 0.055], [3.139, -0.165, 1.301], [-1.559, 2.120, -0.144], [2.306, -0.179, -0.769], [-2.558, 0.378, 0.828], [0.296, 0.408, -1.676], [-1.241, -1.576, 0.632], [0.871, 0.546, 2.204], [0.985, 1.750, 0.761], [-1.095, -0.005, -2.247], [0.460, -0.736, -2.403], [-2.220, -1.761, -0.409], [-0.523, -2.565, 0.119]]}

11.
{"formula": "C4H6O5", "method": "ωB97M-V with the def2-TZVPD basis set", "smiles": "C[C@H](O)C(=O)O.O=C=O", "homo_lumo_gap_ev": 10.81, "charge": 0, "homo_ev": -10.3, "e_above_lowest_ev": 0.0000, "symbols": ["C", "C", "O", "C", "O", "O", "H", "H", "H", "H", "H", "H", "O", "C", "O"], "coordinates": [[0.319, 0.639, 0.735], [-0.856, 0.020, -0.015], [-1.352, -1.133, 0.618], [-0.509, -0.289, -1.481], [-1.325, -0.450, -2.349], [0.803, -0.346, -1.716], [0.002, 0.947, 1.729], [0.684, 1.506, 0.192], [1.128, -0.081, 0.828], [-1.706, 0.713, -0.036], [-0.632, -1.772, 0.704], [0.980, -0.536, -2.652], [-2.001, -3.561, -3.063], [-1.202, -3.251, -2.310], [-0.381, -2.980, -1.558]]}

12.
{"formula": "C4H6OS", "method": "ωB97M-V with the def2-TZVPD basis set", "homo_lumo_gap_ev": [7.95, 7.95], "charge": 0, "homo_ev": [-8.6, -8.6], "e_above_lowest_ev": 3.7140, "symbols": ["C", "C", "C", "C", "O", "S", "H", "H", "H", "H", "H", "H"], "coordinates": [[1.167, 0.981, 0.187], [-0.495, -0.148, -1.210], [-0.866, -0.601, 1.124], [0.650, -0.245, -0.348], [0.626, 2.039, 0.086], [-1.790, -1.141, -0.311], [2.180, 0.836, 0.688], [-0.822, 0.832, -0.974], [-0.398, -0.509, -2.253], [-0.480, -1.178, 1.962], [-1.051, 0.363, 1.428], [1.279, -1.228, -0.378]]}

Sequential E output: -19171.900 -30006.523 -30009.511 -26238.688 -11036.450 -21219.480 -21220.448 -41910.372 -12433.093 -31011.107 -14483.681 -17124.416 eV
Sequential strongest force on any atom output: 4.70 3.19 1.36 4.98 3.04 6.57 4.57 4.71 2.07 3.00 1.78 5.21 eV/Å